No. 1
DFT (the ωB97M-V functional and the def2-TZVPD basis) results for a cluster of 7 separate species, C23H61N3O6P in total.

The geometry in XYZ format:
```
94
C23H61N3O6P, DFT the ωB97M-V functional and the def2-TZVPD basis
H -1.2469 -1.7109 1.4622
N -1.2918 -0.4905 -4.6177
H 3.2441 -1.6360 -3.1046
C -4.8088 -8.2330 2.7177
C 3.4975 4.0399 4.3399
H -0.3433 -3.4375 -3.9695
H -2.7210 -7.9474 0.9118
H 1.5108 1.3583 -4.5063
C 3.0781 9.0973 4.2343
H 5.4417 0.9857 -2.4440
H -5.1248 -5.6839 2.3618
H 5.8923 -1.5749 -3.5132
H 0.3138 9.0906 3.9987
C -0.9179 -2.6396 -3.5043
H -0.5437 1.2626 -0.4751
H 6.9991 1.7766 -4.2504
H -4.1926 -0.9867 -3.1976
N -3.4972 -0.5452 -3.8026
H 3.0571 3.9820 5.3339
P 1.3526 -1.0719 -4.4418
O 2.0308 2.2679 3.5529
H -4.6679 -1.0998 -0.1258
H -3.2802 -6.4331 0.1804
H -0.4278 -0.6799 -2.7186
H 5.5563 1.0014 -4.9216
H 3.9444 3.0353 1.7900
H -3.5924 0.4355 -4.0355
C -2.4433 -1.1679 -4.1928
H -6.7392 -4.6120 -1.5014
H 7.9062 0.9775 -1.9685
C 2.4978 3.5951 3.2898
C -5.5886 -2.8575 -1.0022
H 2.0687 7.3901 3.4167
H 7.0899 0.1247 -4.8694
H 4.0703 8.7421 3.9564
C -0.3289 -1.2016 -3.6702
H 2.6509 7.4012 6.1642
H -6.4693 -4.3941 0.2296
C -6.6739 -3.8718 -0.7040
C -3.3029 -7.0415 1.0854
H 1.5191 0.7821 -2.8234
H 2.3319 3.3735 1.1441
H -0.8865 0.5842 3.2407
H -5.2339 -2.2800 1.0523
H 2.5813 -3.0960 -3.8681
H 3.8133 5.0678 4.1732
H -4.3670 -7.7028 3.5663
H -2.8205 -6.4780 1.8894
H 3.1618 9.6261 5.1878
H -2.3977 -2.9828 -4.9625
H 8.0003 -0.6764 -2.5817
O -5.5048 -6.1796 1.6276
C 2.1096 7.9334 4.3644
H -4.2655 -9.1691 2.5846
H 0.0344 7.5434 4.8167
H -6.6807 -1.7646 -2.2036
H 4.3803 3.3925 4.3174
H -4.6341 -3.3724 -1.1306
O 2.5943 6.9724 5.3031
C 3.0706 3.6870 1.8835
C -0.4515 0.6244 2.2431
H -0.0803 1.6337 2.0740
H -7.6454 -3.3754 -0.6227
O -5.8344 -2.2214 -2.2752
C 2.3276 -2.1772 -3.3437
C -0.8968 0.2648 -0.2101
H 1.8242 -2.4222 -2.4066
H -2.3410 0.8683 1.2535
H 3.3844 4.7059 1.6526
H 2.7389 9.8105 3.4820
C 1.8698 0.5787 -3.8375
H -5.2186 -7.8982 0.6391
H 2.7958 1.6827 3.5244
C -4.7365 -7.3746 1.4668
C 6.4568 0.8341 -4.3297
H -1.0524 -0.8857 -5.5322
C -1.4701 0.2119 1.1992
H 7.0652 -0.3307 -1.1217
H 0.7283 8.9037 5.7062
C 0.7107 8.3945 4.7387
C 6.1089 0.2881 -2.9556
H 2.9608 0.5860 -3.8256
O 5.3408 -0.9185 -3.0723
C -5.4626 -1.8147 0.0942
H -1.6664 -0.0397 -0.9253
O -1.9880 -1.0949 1.4585
H -5.8446 -8.4634 2.9638
H 1.6032 4.2183 3.3573
H -0.0554 -0.4316 -0.2958
H 0.4090 -0.0508 2.2247
N -2.3089 -2.5498 -4.0464
C 7.3426 0.0540 -2.1026
H -1.0183 -2.8542 -2.4427
H -6.4022 -1.2644 0.1976
```

charge	+1
DFT total energy	-1869.731295	Ha
HOMO level	-11.6	eV
spin multiplicity	1
Kohn-Sham gap	8.14	eV

No. 2
DFT (the ωB97M-V functional and the def2-TZVPD basis) results for a structure of composition C23H62N2O7 in a non-equilibrium geometry.

The geometry in XYZ format:
```
94
C23H62N2O7, DFT the ωB97M-V functional and the def2-TZVPD basis
H 0.8843 11.9713 13.1951
H -1.8147 18.3424 17.1774
H -4.1248 10.4719 14.0973
H -1.2472 11.6074 11.1564
H -3.5432 15.2187 14.2074
C -5.7901 15.3671 13.9932
H -2.0321 18.2844 7.7272
C -3.9216 16.0261 7.8931
C -0.1408 17.2160 9.8895
H -6.3557 16.8449 9.1622
C -4.4633 14.7452 14.5500
H -5.6229 11.9837 11.1578
H -5.7789 16.2819 6.8039
H -2.2112 14.8131 11.2835
H 0.7239 15.5629 8.7553
C -2.4117 15.7693 13.2752
H -1.9952 17.4747 10.9318
H -4.9999 13.6991 7.9376
H -3.3764 18.6887 14.8886
H -5.1351 16.2453 16.2246
H -7.9850 15.2649 14.2183
H -2.5335 11.5806 11.9660
H -0.2697 15.4092 12.5158
H -1.9617 17.6011 14.6376
H -2.6989 16.2902 16.7513
O -2.7648 18.2852 17.3029
C -4.7549 17.0718 16.8251
H 1.1056 15.5544 10.4814
H -5.3284 17.9827 16.6533
H -1.4099 13.6421 14.8233
O -3.3162 12.7383 12.0144
H -2.8209 10.6004 12.9163
H 0.1565 18.1776 8.3208
O -3.9865 14.3324 12.1722
O -5.7159 15.2449 12.5788
H -0.9660 16.0861 11.4583
C -1.0956 12.7843 12.7781
O -0.5754 17.6820 8.6954
O 1.0601 13.9814 13.2764
H -3.0982 17.4126 11.2479
H -6.0472 15.1170 9.5606
C -4.2598 12.2515 12.8302
H -2.6028 18.8237 9.2158
H -6.3790 12.0650 12.7533
H -7.1430 13.5932 14.0007
H -1.5784 13.5701 12.1970
H -3.4841 15.2767 8.5527
H 1.8824 16.6662 9.2988
H -1.4960 16.3489 13.1579
H -2.7008 12.6338 14.2833
H -5.9345 16.3972 14.3191
C -1.6173 12.7449 14.2401
H -4.4138 13.6650 14.4131
H -3.3638 13.6922 11.9180
H -2.0564 14.8919 13.8156
C -6.3357 15.8234 8.7822
H -3.5748 17.0413 14.4039
H -4.1567 12.8675 13.7236
C -7.0938 14.6418 14.2940
H 0.8311 12.8882 11.6565
C -3.6587 16.4791 11.1990
O -3.8496 17.4112 8.2538
H -4.4141 10.1040 12.3682
H -6.5534 15.5302 12.2062
H 1.1756 16.0532 13.1310
C 0.7926 15.1809 12.6015
N -1.5360 11.5637 12.1233
C -3.2569 17.2010 16.5342
H -2.0121 15.9529 10.0958
H 1.2729 15.2146 11.6236
C -5.6094 12.5017 12.1168
C 0.9510 16.1954 9.6135
C -2.9709 17.6883 15.0401
H -3.2177 15.9279 7.0666
N -5.5239 14.2555 7.2774
C -1.3549 16.6526 10.6122
H -4.8525 16.8742 17.8926
C -2.9493 15.3156 11.9086
H -4.5027 14.8542 15.6338
H -1.1132 11.9108 14.7281
H -3.1418 16.3127 13.8751
H -4.6067 16.6693 11.7022
H -5.1382 14.1159 6.3544
H -4.5875 14.8613 12.7020
H -2.0551 17.1086 9.1239
C -5.3694 15.6555 7.5964
C -2.5647 17.9211 8.6060
C -3.8893 10.7516 13.0705
H -7.3714 15.6433 8.4943
C 0.4752 12.8439 12.6858
H -3.8851 16.2965 10.1485
H -5.8183 13.5539 11.9237
H -7.1405 14.4009 15.3560
H 0.0988 18.0861 10.5006
```

charge	0
relative energy (zero: lowest compared OMol25 entry of this formula, charge and spin)	2425.16	kJ/mol
DFT total energy	-1548.721502	Ha
HOMO level	-6.7	eV
spin multiplicity	1
Kohn-Sham gap	6.98	eV

No. 3
DFT (the ωB97M-V functional and the def2-TZVPD basis) results for a structure of composition C23H64BN4O3 in a non-equilibrium geometry.

The geometry in XYZ format:
```
95
C23H64BN4O3, DFT the ωB97M-V functional and the def2-TZVPD basis
C 0.8907 3.8008 0.3095
H 3.6918 -3.9048 -3.5588
C 2.7841 0.1064 1.2521
N -2.0172 -1.3916 1.5008
H -2.7153 -1.6733 3.5086
H 2.0745 0.3709 -4.3033
H -1.4905 -3.2100 -0.6520
C 2.0005 -2.4990 -3.8414
H 0.6008 -0.4550 -0.2021
H -1.3836 2.6791 -0.6696
H -0.4288 -1.7172 -0.6184
H -3.8917 -1.0012 2.3729
H -3.6936 -0.3474 4.9274
H -0.7210 1.6287 -1.6687
C 1.8892 2.1530 -1.5071
H -4.9077 2.5693 -0.1964
O 2.0188 1.6033 2.9136
H 1.0670 3.1623 1.1751
H 1.6814 4.5509 0.2955
H -4.2316 -1.0793 0.0854
C 2.5251 1.0534 -3.5827
C -3.4533 -0.5924 -0.5022
H 0.3795 3.7690 -1.7661
N -0.5409 2.1425 -0.8180
H -0.5660 -0.2075 -1.4826
H 0.9628 0.7540 -0.2201
C -2.1433 -0.4157 0.2510
H 0.1146 -0.5696 0.5511
H 2.2758 -0.6125 -4.6929
H -1.5755 0.3012 3.7832
H -1.9406 0.5905 0.6179
H -3.2943 1.3764 -1.4276
C 0.1539 -0.9203 -1.0806
C 0.6840 3.0243 -1.0307
H -0.8486 0.7557 -0.1661
H 1.2023 3.4014 2.4116
H 1.4472 -1.6334 1.5153
H 0.8669 2.6804 4.0247
H 2.7395 0.4430 -0.9708
C 1.6287 2.8877 3.2732
N 2.8540 -1.2763 -4.1978
H 2.2308 -4.2644 -2.8163
H 3.4659 -0.3953 1.9388
H -3.3470 -3.0568 0.7894
H 2.4447 3.4027 3.7800
H 1.9428 2.0310 0.8131
H -1.3459 -0.6663 -0.4486
C -2.5512 0.3425 3.2990
B 0.0724 0.4850 0.3267
C -4.0247 0.7271 -0.9447
O 1.6860 1.9091 -2.8790
C -2.3695 -2.8759 1.2364
H -5.3185 1.1600 0.7102
H 0.9056 -3.0091 1.1811
H 0.7406 -0.1405 1.0520
C -4.5034 1.6181 0.1499
H -2.5293 1.2073 2.6360
H -4.5528 0.8073 3.7788
C 0.7504 -2.0794 -2.9567
O 1.2368 -1.3972 -1.8514
H -4.9029 0.5082 -1.5521
H 3.2265 0.6057 -2.8787
H -0.3290 -1.9286 2.7909
H -1.0284 -4.3894 0.6113
H -2.3823 -3.4048 2.1894
H 3.4808 2.1653 1.6585
N 1.4883 -0.6243 1.5283
H 3.3267 -1.1502 -0.5043
H 3.3179 -2.9556 -2.1615
C -2.8535 -0.9539 2.7014
H 0.1451 -1.4277 -3.5868
H -3.4874 1.4469 4.9842
H -0.5341 1.5289 -0.0158
H 0.0252 4.4221 0.5397
H 1.1408 -0.4345 2.4574
H -3.4312 -1.0537 -1.4895
H 1.8499 1.1454 -1.0932
H 0.1758 1.0080 1.2647
H 3.7211 -1.5122 -4.6588
C -3.6536 0.5762 4.3499
C 2.5602 1.5854 1.5930
H 2.8500 2.6262 -1.3048
H -0.1036 -0.4483 1.9282
H 3.1846 -0.8742 -3.3322
H 0.2182 -2.9452 -2.5626
C 2.8681 -3.4100 -3.0443
H 4.2401 0.3797 -0.2997
H -3.7801 1.8999 0.9151
H 0.5000 -1.9608 -0.1035
C 0.0610 -2.4662 0.7567
C -1.1520 -3.3322 0.3768
C -0.4807 -1.4649 1.8162
H 3.1072 1.6916 -4.2475
H 1.7375 -2.8484 -4.8399
C 3.2705 -0.1069 -0.1938
```

charge	+3
relative energy (zero: lowest compared OMol25 entry of this formula, charge and spin)	3240.46	kJ/mol
DFT total energy	-1382.085270	Ha
HOMO level	-16.5	eV
spin multiplicity	1
Kohn-Sham gap	9.16	eV